# 1
{"formula": "C26H25CoN4O7S2", "method": "ωB97M-V/def2-TZVPD", "symbols": ["Co", "N", "C", "C", "C", "O", "O", "H", "H", "H", "H", "H", "H", "O", "C", "C", "O", "O", "C", "C", "C", "C", "C", "C", "C", "C", "C", "C", "C", "C", "H", "H", "H", "H", "H", "H", "H", "H", "H", "H", "H", "N", "C", "C", "C", "C", "C", "C", "S", "O", "O", "N", "C", "S", "C", "C", "N", "H", "H", "H", "H", "H", "H", "H", "H"], "positions_angstrom": [[0.350, 0.880, -0.219], [2.460, 1.342, -0.129], [2.680, 2.764, 0.127], [2.257, 3.612, -1.071], [0.721, 3.629, -1.306], [0.168, 4.713, -1.429], [0.133, 2.504, -1.395], [2.779, 0.754, 0.640], [2.957, 1.050, -0.966], [3.740, 2.972, 0.350], [2.087, 3.044, 1.003], [2.740, 3.233, -1.978], [2.571, 4.646, -0.918], [-1.928, 1.229, -0.144], [-2.442, 1.215, 1.192], [-1.226, 1.196, 2.212], [-1.449, 1.166, 3.412], [-0.082, 1.258, 1.682], [-3.275, -0.054, 1.303], [-3.859, -0.581, 0.154], [-4.552, -1.777, 0.196], [-4.688, -2.459, 1.391], [-4.151, -1.918, 2.546], [-3.458, -0.721, 2.508], [-3.329, 2.433, 1.396], [-4.102, 2.857, 0.318], [-4.917, 3.967, 0.421], [-4.962, 4.686, 1.603], [-4.192, 4.275, 2.678], [-3.392, 3.148, 2.583], [-1.760, 2.144, -0.424], [-3.753, -0.063, -0.786], [-4.983, -2.180, -0.711], [-5.204, -3.408, 1.420], [-4.266, -2.441, 3.484], [-3.027, -0.318, 3.411], [-4.065, 2.313, -0.613], [-5.512, 4.272, -0.428], [-5.586, 5.565, 1.681], [-4.207, 4.843, 3.597], [-2.804, 2.839, 3.433], [5.947, -3.666, -4.271], [5.339, -3.426, -3.051], [4.698, -4.455, -2.358], [4.133, -4.218, -1.119], [4.219, -2.960, -0.561], [4.862, -1.934, -1.228], [5.422, -2.159, -2.466], [3.401, -2.527, 0.971], [2.822, -3.720, 1.547], [4.356, -1.805, 1.767], [2.303, -1.469, 0.434], [1.169, -1.881, -0.043], [0.640, -3.566, -0.061], [-0.832, -3.053, -0.846], [-0.834, -1.722, -1.032], [0.283, -1.063, -0.602], [5.604, -4.467, -4.777], [6.092, -2.851, -4.846], [4.649, -5.441, -2.800], [3.623, -4.996, -0.572], [4.908, -0.975, -0.740], [5.932, -1.362, -2.990], [-1.589, -3.764, -1.099], [-1.621, -1.143, -1.479]], "spin_multiplicity": 4, "max_force_ha_per_bohr": 0.03746, "homo_energy_ha": [-0.194, -0.194], "e_lumo_ev": [2.391, 2.390], "total_charge": -1}


# 2
{"formula": "C26H25N2O", "method": "ωB97M-V/def2-TZVPD", "symbols": ["C", "O", "C", "C", "C", "C", "C", "C", "C", "C", "C", "C", "C", "C", "N", "C", "C", "C", "C", "H", "H", "H", "H", "H", "H", "H", "H", "H", "H", "H", "H", "H", "H", "H", "H", "C", "C", "C", "C", "C", "N", "C", "C", "C", "C", "H", "H", "H", "H", "H", "H", "H", "H", "H"], "positions_angstrom": [[-3.553, 1.529, -4.169], [-4.041, 1.953, -2.866], [-3.363, 1.498, -1.777], [-2.196, 0.712, -1.883], [-1.606, 0.247, -0.732], [-2.135, 0.476, 0.536], [-1.574, -0.178, 1.687], [-0.304, -0.064, 2.234], [0.065, -0.371, 3.625], [-0.654, -0.545, 4.800], [0.033, -0.605, 6.029], [1.434, -0.539, 6.080], [2.183, -0.394, 4.901], [1.469, -0.278, 3.712], [1.930, 0.160, 2.462], [3.317, 0.301, 2.079], [0.887, 0.383, 1.624], [-3.303, 1.288, 0.638], [-3.884, 1.820, -0.491], [-4.245, 2.004, -4.867], [-2.521, 1.879, -4.351], [-3.583, 0.430, -4.273], [-1.767, 0.461, -2.852], [-0.730, -0.381, -0.802], [-2.312, -0.555, 2.397], [-1.737, -0.624, 4.748], [-0.522, -0.713, 6.960], [1.951, -0.587, 7.037], [3.266, -0.352, 4.890], [3.940, 0.029, 2.934], [3.546, -0.364, 1.232], [3.520, 1.334, 1.768], [0.998, 0.889, 0.676], [-3.715, 1.493, 1.633], [-4.751, 2.477, -0.441], [-0.365, -3.510, -1.809], [0.373, -2.237, -1.903], [0.940, -1.379, -0.936], [1.671, -0.354, -1.669], [1.360, -0.542, -3.046], [0.609, -1.708, -3.135], [1.695, 0.357, -4.055], [2.413, 1.507, -3.697], [2.812, 1.679, -2.362], [2.492, 0.743, -1.360], [-0.280, -3.916, -0.796], [-1.432, -3.375, -2.039], [0.038, -4.242, -2.528], [0.938, -1.534, 0.133], [0.316, -2.129, -4.010], [1.412, 0.143, -5.083], [2.687, 2.256, -4.444], [3.396, 2.566, -2.090], [2.880, 0.862, -0.349]], "de_lowest_kcal_mol": 29.56, "max_force_ha_per_bohr": 0.04700, "homo_energy_ha": -0.386, "e_lumo_ev": -4.726, "total_charge": 1}


# 3
{"formula": "C26H25N3O5S2", "method": "ωB97M-V/def2-TZVPD", "symbols": ["C", "C", "H", "H", "O", "C", "C", "C", "C", "C", "C", "N", "C", "H", "C", "N", "C", "C", "N", "S", "O", "O", "C", "C", "C", "C", "S", "H", "H", "H", "H", "C", "O", "C", "C", "C", "C", "C", "C", "C", "O", "H", "H", "H", "H", "C", "H", "C", "H", "H", "H", "H", "H", "H", "H", "H", "H", "H", "H", "H", "H"], "positions_angstrom": [[-5.008, -3.129, -0.970], [-3.816, -2.200, -1.173], [-3.170, -2.577, -1.970], [-3.234, -2.136, -0.246], [-4.204, -0.903, -1.606], [-4.819, -0.136, -0.629], [-6.189, 0.047, -0.712], [-6.876, 0.769, 0.249], [-6.177, 1.296, 1.318], [-4.805, 1.145, 1.401], [-4.084, 0.455, 0.422], [-2.712, 0.306, 0.497], [-2.009, 0.645, 1.712], [-2.486, 0.135, 2.554], [-0.563, 0.173, 1.602], [0.116, 0.916, 0.564], [1.464, 0.980, 0.500], [2.305, 0.087, 1.133], [1.820, -1.131, 1.669], [1.560, -2.299, 0.479], [0.619, -1.759, -0.459], [1.235, -3.516, 1.152], [3.127, -2.420, -0.327], [3.569, -1.601, -1.322], [4.939, -1.794, -1.595], [5.498, -2.733, -0.783], [4.370, -3.402, 0.323], [6.515, -3.070, -0.773], [5.479, -1.253, -2.351], [2.926, -0.909, -1.835], [2.492, -1.506, 2.334], [3.743, 0.209, 1.167], [4.433, -0.654, 1.718], [4.339, 1.350, 0.455], [5.721, 1.493, 0.411], [6.294, 2.532, -0.301], [5.488, 3.439, -0.973], [4.112, 3.305, -0.934], [3.524, 2.262, -0.221], [2.052, 2.164, -0.190], [1.357, 3.044, -0.664], [3.468, 4.002, -1.448], [5.934, 4.253, -1.526], [7.368, 2.636, -0.332], [6.325, 0.771, 0.939], [-0.752, 1.387, -0.494], [-1.158, 2.374, -0.246], [-1.882, 0.376, -0.691], [-1.425, -0.598, -0.905], [-2.489, 0.673, -1.546], [-0.190, 1.479, -1.423], [-0.042, 0.339, 2.548], [-0.547, -0.901, 1.387], [-2.019, 1.728, 1.915], [-4.286, 1.590, 2.235], [-6.696, 1.842, 2.092], [-7.944, 0.899, 0.171], [-6.711, -0.404, -1.542], [-5.589, -3.203, -1.886], [-4.656, -4.119, -0.693], [-5.652, -2.750, -0.178]], "de_lowest_kcal_mol": 20.70, "smiles": "CCOc1ccccc1N1CCN(C2=C(NS(=O)(=O)c3cccs3)C(=O)c3ccccc3C2=O)CC1", "max_force_ha_per_bohr": 0.01864, "homo_energy_ha": -0.280, "e_lumo_ev": -1.413}


# 4
{"formula": "C26H26BF6O3", "method": "ωB97M-V/def2-TZVPD", "symbols": ["C", "C", "C", "C", "C", "B", "O", "C", "C", "C", "C", "C", "C", "O", "O", "H", "H", "H", "H", "H", "H", "H", "H", "H", "H", "H", "H", "H", "H", "H", "H", "H", "F", "C", "F", "F", "C", "C", "C", "C", "C", "C", "C", "C", "C", "C", "F", "F", "F", "C", "C", "C", "C", "H", "H", "H", "H", "H", "H", "H", "H", "H"], "positions_angstrom": [[-3.258, -5.112, 1.634], [-3.066, -3.667, 1.566], [-3.779, -2.644, 2.162], [-3.184, -1.434, 1.752], [-2.171, -1.747, 0.774], [-3.138, -1.450, -0.815], [-3.632, -0.190, -1.008], [-2.434, 0.380, -1.654], [-2.711, 0.749, -3.101], [-2.140, 1.665, -0.907], [-1.396, -0.878, -1.666], [-0.428, -0.939, -2.824], [-0.648, -1.226, -0.375], [-2.343, -1.998, -1.837], [-2.035, -3.170, 0.834], [-4.299, -5.257, 1.946], [-3.090, -5.590, 0.663], [-2.645, -5.610, 2.396], [-4.673, -2.764, 2.800], [-3.426, -0.419, 2.042], [-1.818, 1.231, -3.518], [-2.957, -0.128, -3.707], [-3.521, 1.471, -3.158], [-1.173, 2.085, -1.206], [-2.913, 2.403, -1.196], [-2.221, 1.538, 0.176], [0.176, -0.024, -2.824], [0.267, -1.781, -2.680], [-0.919, -1.065, -3.792], [0.094, -0.400, 0.172], [-1.205, -1.232, 0.887], [-0.088, -2.155, -0.473], [4.905, 1.874, -4.131], [3.735, 1.166, -4.256], [2.979, 1.822, -5.194], [4.049, -0.064, -4.761], [2.995, 1.070, -2.955], [2.159, 2.129, -2.610], [1.361, 2.015, -1.478], [1.468, 0.872, -0.682], [0.540, 0.649, 0.494], [1.275, 0.809, 1.788], [2.614, 1.235, 1.795], [3.217, 1.699, 2.952], [2.463, 1.729, 4.120], [3.094, 2.374, 5.315], [2.267, 2.431, 6.393], [4.232, 1.702, 5.696], [3.487, 3.663, 5.033], [1.162, 1.227, 4.181], [0.574, 0.758, 3.012], [2.419, -0.122, -0.979], [3.201, -0.032, -2.125], [2.113, 3.033, -3.222], [0.647, 2.808, -1.219], [-0.262, 1.389, 0.497], [3.200, 1.267, 0.874], [4.252, 2.036, 2.921], [0.618, 1.218, 5.121], [-0.459, 0.390, 3.033], [2.528, -0.986, -0.317], [3.940, -0.800, -2.362]], "de_lowest_kcal_mol": 142.38, "max_force_ha_per_bohr": 0.12383, "homo_energy_ha": -0.364, "e_lumo_ev": -5.299, "total_charge": 1}